Molecular formula: CH6S4
Method: DFT, ωB97M-V/def2-TZVPD

## Properties
- molar mass (g mol⁻¹) = 146.3
- orbital gap (alpha / beta) (eV) = 3.084 / 6.774
- HOMO level (alpha / beta) (eV) = -0.29 / -4.00
- charge = -1
- F_max (eV/Å) = 3.11
- total energy (hartree) = -1634.41270
- spin multiplicity = 2

Geometry as XYZ:
```
11
Properties=species:S:1:pos:R:3:forces:R:3
S 1.078532 -2.050200 1.120657 -0.454 -2.393 -1.939
S 1.620611 -0.572069 2.639282 0.818 2.179 2.003
H 1.790710 -3.122047 1.576219 -0.375 0.447 -0.100
H 0.538722 -0.400178 3.430728 -0.003 -0.195 -0.055
C 0.713996 0.588725 -1.577408 -0.868 0.996 -0.557
S -0.855460 1.271224 -2.275354 0.711 -0.906 -1.168
S -2.266773 1.308146 -0.861429 -0.633 1.354 1.459
H 0.766131 1.043423 -0.605305 0.350 -0.600 0.700
H 1.544118 0.949980 -2.174976 -0.054 0.420 -0.279
H 0.711380 -0.473032 -1.694964 -0.103 -0.641 0.747
H -2.813342 0.152008 -0.425416 0.611 -0.661 -0.812
```
Positions in Å, forces in eV/Å.

Molecular formula: CH6SSi
Method: DFT, ωB97M-V/def2-TZVPD

## Properties
- molar mass (g mol⁻¹) = 78.2
- SMILES string = [SiH3]CS
- orbital gap (eV) = 9.638
- HOMO level (eV) = -8.82
- F_max (eV/Å) = 4.50
- total energy (hartree) = -729.31530

Geometry as XYZ:
```
9
Properties=species:S:1:pos:R:3:forces:R:3
C -0.717382 -0.805384 -0.163251 0.806 0.154 2.882
Si 0.856074 0.377923 -0.154231 -3.593 1.090 -2.487
S -2.238225 0.192428 -0.304664 -0.081 -0.468 -0.714
H -0.771414 -1.616717 -0.911321 0.320 0.512 0.430
H -0.713430 -1.245293 0.927864 -0.178 0.256 -2.186
H 0.903355 1.527099 0.753348 -0.705 0.187 0.372
H 0.611901 1.044155 -1.555393 1.023 -0.658 0.994
H 1.940102 -0.289059 0.340958 2.370 -1.571 0.138
H -1.987478 0.925940 0.754538 0.038 0.497 0.572
```
Positions in Å, forces in eV/Å.

Molecular formula: CH6SSi
Method: DFT, ωB97M-V/def2-TZVPD

## Properties
- molar mass (g mol⁻¹) = 78.2
- orbital gap (alpha / beta) (eV) = 8.392 / 9.155
- HOMO level (alpha / beta) (eV) = -7.55 / -10.78
- F_max (eV/Å) = 2.64
- total energy (hartree) = -729.15523
- spin multiplicity = 3

Geometry as XYZ:
```
9
Properties=species:S:1:pos:R:3:forces:R:3
C 1.758114 0.760105 0.100623 0.610 0.237 0.976
Si -1.992120 -0.447141 0.161689 -0.291 1.889 -0.729
S 3.229004 0.086057 -0.232388 1.329 -1.190 -1.945
H 1.978317 1.111338 1.104859 -1.671 0.808 0.348
H -0.511427 -0.195386 0.504070 -1.049 -0.420 -0.295
H -2.446897 -1.810496 -0.056363 0.196 -0.512 0.202
H -2.441813 0.306580 -1.113940 0.720 -0.552 0.646
H -2.886601 0.270190 1.124572 0.353 -0.430 0.172
H 3.313419 -0.081244 -1.593122 -0.197 0.171 0.624
```
Positions in Å, forces in eV/Å.

Molecular formula: CH6Si2
Method: DFT, ωB97M-V/def2-TZVPD

## Properties
- molar mass (g mol⁻¹) = 74.2
- orbital gap (eV) = 8.596
- HOMO level (eV) = -8.75
- F_max (eV/Å) = 3.25
- total energy (hartree) = -620.51982

Geometry as XYZ:
```
9
Properties=species:S:1:pos:R:3:forces:R:3
C -0.081903 -0.990984 0.157533 -0.598 0.356 -1.291
Si 1.017090 0.661306 0.153780 0.968 -0.487 -1.897
Si -1.249262 0.513900 0.091232 0.923 0.357 -0.826
H -0.356085 -1.439011 -0.829989 0.719 0.227 0.576
H -0.132179 -1.803151 0.886020 0.357 0.483 0.136
H 1.804169 0.688319 1.407853 0.020 0.098 -0.170
H 2.283772 1.161766 -1.572549 -1.847 -0.834 2.537
H -1.544650 0.796294 -1.386485 -0.372 -0.239 1.073
H -2.147601 0.941553 1.172437 -0.170 0.040 -0.136
```
Positions in Å, forces in eV/Å.

Molecular formula: CH7BrNNbO3P
Method: DFT, ωB97M-V/def2-TZVPD

## Properties
- molar mass (g mol⁻¹) = 284.9
- orbital gap (eV) = 6.533
- HOMO level (eV) = -4.51
- charge = -1
- F_max (eV/Å) = 1.95
- total energy (hartree) = -3294.86857

Geometry as XYZ:
```
15
Properties=species:S:1:pos:R:3:forces:R:3
O 3.854406 -1.599390 -0.151775 0.750 -0.968 0.365
N 3.160341 -0.687638 -0.371496 -0.734 1.039 -0.576
O 2.572232 -0.211666 0.752194 0.271 -0.014 0.278
C 1.673012 0.888641 0.467017 -1.063 -1.627 0.092
Nb -0.383762 0.293224 -0.340673 1.638 0.376 -0.089
P -2.694491 -0.762294 -0.832011 0.235 -0.290 0.123
O -3.853731 0.126205 -0.061873 0.285 -0.139 0.286
Br -2.786649 -2.770539 0.222265 -0.147 -0.120 -0.027
H 2.133646 1.586668 -0.203225 0.336 0.391 -0.560
H 1.517561 1.342245 1.416134 -0.023 0.537 0.826
H 0.273562 -1.112509 -1.305501 -0.565 0.009 -0.688
H -0.275784 1.266144 -1.921209 -0.026 0.327 -0.017
H -1.230444 1.806967 0.302139 -0.589 0.021 -0.517
H -0.497203 -0.589033 1.257218 -0.120 0.269 0.447
H -3.462696 0.422976 0.770798 -0.248 0.188 0.056
```
Positions in Å, forces in eV/Å.

Molecular formula: CH7FN3P
Method: DFT, ωB97M-V/def2-TZVPD

## Properties
- molar mass (g mol⁻¹) = 111.1
- orbital gap (eV) = 7.515
- HOMO level (eV) = -9.24
- F_max (eV/Å) = 4.28
- total energy (hartree) = -647.68652

Geometry as XYZ:
```
13
Properties=species:S:1:pos:R:3:forces:R:3
C 1.673298 -0.927322 -0.535728 -2.799 -2.887 1.455
N -0.899738 2.284034 0.021942 2.480 -1.861 0.334
N -1.580850 -0.344058 -0.416887 0.340 2.059 1.929
N 1.021092 0.374069 -0.391760 2.022 2.140 0.663
F -0.991703 -0.674206 2.680980 0.484 0.939 -1.816
P -0.441500 0.801187 0.211744 -2.063 -1.220 -1.645
H 1.924665 -1.423990 0.434428 0.150 0.957 -0.410
H 0.800495 -1.583792 -0.827782 1.260 0.287 -0.395
H 2.524151 -1.079398 -1.201713 -0.411 0.988 -0.243
H -1.813782 2.505945 0.328999 -0.988 0.281 0.562
H -2.442526 0.193865 -0.084374 0.883 -1.652 -0.647
H -1.514327 -1.247638 0.068691 -0.297 0.426 0.189
H 1.740725 1.121303 -0.288542 -1.062 -0.458 0.025
```
Positions in Å, forces in eV/Å.

Molecular formula: CH7INP2
Method: DFT, ωB97M-V/def2-TZVPD

## Properties
- molar mass (g mol⁻¹) = 221.9
- orbital gap (eV) = 7.762
- HOMO level (eV) = -12.25
- charge = +1
- F_max (eV/Å) = 4.45
- total energy (hartree) = -1077.09371

Geometry as XYZ:
```
12
Properties=species:S:1:pos:R:3:forces:R:3
C -1.212097 0.883758 -0.494872 2.259 -1.311 -1.109
N 1.328749 -1.155090 0.912968 1.256 0.554 -0.953
P -2.620002 -0.022528 -1.242583 0.978 -0.821 0.014
P 0.337454 0.139020 -0.420908 -4.433 -0.166 -0.333
I -1.660832 2.774817 0.143134 0.245 0.215 0.245
H 1.712769 -0.587597 1.651549 0.287 0.022 0.432
H 0.680314 -1.807649 1.293825 -0.530 -0.737 0.329
H 2.086028 -1.625343 0.393953 -0.352 0.019 0.578
H -3.319172 0.247881 -0.112489 -1.292 -0.132 0.925
H -2.186536 -1.329774 -0.746387 -0.380 0.656 -0.446
H 0.434750 -0.881771 -1.391161 -0.058 0.419 0.267
H 1.228332 1.094213 -0.544477 2.020 1.282 0.050
```
Positions in Å, forces in eV/Å.

Molecular formula: CH7N
Method: DFT, ωB97M-V/def2-TZVPD

## Properties
- molar mass (g mol⁻¹) = 33.1
- SMILES string = C.N
- orbital gap (eV) = 10.585
- HOMO level (eV) = -9.54
- F_max (eV/Å) = 4.98
- total energy (hartree) = -96.99633

Geometry as XYZ:
```
9
Properties=species:S:1:pos:R:3:forces:R:3
C 0.427270 -0.940628 3.193744 -1.216 1.880 -3.222
H 1.093242 -0.198646 3.560540 0.859 0.219 0.854
H -0.564477 -0.771222 3.691105 0.830 -0.367 -0.891
H 0.779627 -1.938050 3.244030 0.347 -0.822 0.413
H 0.470047 -0.635420 2.005633 -0.820 -0.911 2.845
N -0.604851 1.303817 -3.906737 -3.487 -3.544 0.186
H -1.093820 0.311471 -3.896210 0.710 3.039 -1.560
H -0.076418 1.063461 -3.114056 2.143 1.399 0.430
H -0.430620 1.805218 -4.778051 0.634 -0.893 0.945
```
Positions in Å, forces in eV/Å.

Molecular formula: CH7N
Method: DFT, ωB97M-V/def2-TZVPD

## Properties
- molar mass (g mol⁻¹) = 33.1
- SMILES string = C.N
- orbital gap (eV) = 10.860
- HOMO level (eV) = -9.51
- F_max (eV/Å) = 2.55
- total energy (hartree) = -97.03062

Geometry as XYZ:
```
9
Properties=species:S:1:pos:R:3:forces:R:3
C -3.837257 3.713508 -3.116950 -0.366 0.443 0.248
H -4.406374 2.790712 -3.170076 0.342 -0.263 -0.086
H -2.785900 3.636086 -3.371323 -0.015 -0.348 -0.144
H -4.321475 4.426202 -3.778060 0.053 0.131 -0.095
H -3.910661 4.095500 -2.101517 -0.013 0.036 0.078
N 3.838871 -3.692084 3.073341 2.246 -0.755 -0.953
H 4.348387 -3.081902 3.663472 -0.690 0.755 0.610
H 2.877885 -3.796562 2.958990 -1.385 0.348 0.486
H 4.364548 -4.536669 2.969103 -0.170 -0.349 -0.143
```
Positions in Å, forces in eV/Å.

Molecular formula: CH7N
Method: DFT, ωB97M-V/def2-TZVPD

## Properties
- molar mass (g mol⁻¹) = 33.1
- SMILES string = C.N
- orbital gap (eV) = 11.755
- HOMO level (eV) = -10.81
- F_max (eV/Å) = 2.38
- total energy (hartree) = -97.02775

Geometry as XYZ:
```
9
Properties=species:S:1:pos:R:3:forces:R:3
C 1.412477 -0.034471 -0.053286 0.536 0.677 -2.219
H -1.953736 -0.664982 0.621474 -0.482 -0.496 -0.799
H -0.985449 0.072877 -0.270846 0.330 0.353 -0.721
H -2.279133 0.765424 0.311489 -0.126 0.232 -0.839
H 1.071011 -0.497395 -1.057200 0.259 1.035 1.622
H 2.497809 -0.194766 -0.048974 -0.294 -0.456 0.508
H 0.865817 -0.473091 0.766019 0.190 -0.139 0.297
H 1.358434 1.090532 -0.042049 -0.537 -1.143 -0.184
N -1.987233 -0.064128 -0.226628 0.125 -0.065 2.335
```
Positions in Å, forces in eV/Å.